--- i ---
CH2ClO3S as an isolated structure. Source: the Open Molecules 2025 dataset; level of theory: ωB97M-V with the def2-TZVPD basis set.

ORCA input file:
```
! wB97M-V def2-TZVPD RIJCOSX def2/J DEFGRID3
* xyz -1 1
C 0.430 -0.468 -0.266
O -2.180 -0.552 -1.031
O -0.649 -2.267 -2.065
O -2.154 -2.893 -0.289
S -1.365 -1.749 -0.885
Cl 1.847 -0.989 0.414
H 0.705 -0.357 -1.260
H 0.039 0.413 0.253
*
```

- Frontier orbital gap: 8.08 eV


--- ii ---
A 2-piece molecular cluster, CH2ClO3S overall. Source: the Open Molecules 2025 dataset; level of theory: ωB97M-V with the def2-TZVPD basis set.

ORCA input file:
```
! wB97M-V def2-TZVPD RIJCOSX def2/J DEFGRID3
* xyz -1 1
C -0.524 1.529 -0.693
O -4.244 1.031 -0.554
O -2.807 -0.965 -0.786
O -3.309 0.016 1.419
S -3.173 0.238 -0.027
Cl 0.947 1.609 0.306
H -0.256 0.911 -1.457
H -0.709 2.560 -0.900
*
```

- Frontier orbital gap (spin up / spin down): 6.85 / 8.61 eV


Which of the structures shown above is the most stable? The most stable is i.